Computed, not measured: a cluster of 5 separate species, C30H64Cl3NO2P in total at a distorted geometry, with ωB97M-V with the def2-TZVPD basis set.

Last column: Löwdin charge in e.
Positions of all 101 atoms, in Å:
C: 1.36690 -4.70340 0.91056  -0.09
C: 1.40122 -3.28204 1.47555  -0.26
C: 1.62125 -2.26189 0.37665  -0.25
C: 1.84620 -0.81133 0.83287  -0.28
P: 2.53271 0.29827 -0.41603  1.02
C: 2.42356 2.01821 0.07456  -0.27
C: 3.13282 2.25307 1.42341  -0.24
C: 3.27689 3.71242 1.86982  -0.25
C: 2.01962 4.32185 2.48019  -0.12
C: 4.30564 -0.18234 -0.60584  -0.24
C: 4.95291 0.40648 -1.86211  -0.26
C: 6.47136 0.20547 -1.87689  -0.26
C: 7.19810 1.10597 -2.89028  -0.10
C: 1.70343 -0.04849 -2.00349  -0.29
C: 1.71342 1.04876 -3.05051  -0.26
C: 1.14700 0.55139 -4.39256  -0.27
C: 1.15849 1.64388 -5.42323  -0.11
H: 0.44586 -4.88644 0.35768  0.06
H: 1.54859 -5.48377 1.64647  0.07
H: 2.17475 -4.82358 0.18036  0.07
H: 2.14703 -3.25338 2.27939  0.11
H: 0.48075 -3.06472 2.02939  0.09
H: 0.71284 -2.27907 -0.22837  0.09
H: 2.41963 -2.62228 -0.27940  0.11
H: 2.53541 -0.73336 1.68280  0.10
H: 0.88988 -0.44313 1.21474  0.05
H: 1.41818 2.42443 -0.05277  0.08
H: 2.98420 2.58535 -0.68460  0.10
H: 4.12612 1.80746 1.48504  0.10
H: 2.51308 1.71391 2.14975  0.11
H: 3.58430 4.33461 1.02681  0.11
H: 4.07535 3.76873 2.61013  0.11
H: 2.15304 5.39988 2.60139  0.08
H: 1.65476 3.94431 3.43596  0.08
H: 1.14986 4.26874 1.81642  0.04
H: 4.34656 -1.27117 -0.67555  0.10
H: 4.83313 0.14907 0.28745  0.09
H: 4.79515 1.49067 -1.88509  0.10
H: 4.51456 0.01520 -2.78226  0.11
H: 6.73015 -0.84464 -2.02570  0.11
H: 6.84806 0.45319 -0.87800  0.11
H: 6.79743 2.11946 -2.85171  0.07
H: 6.98050 0.69172 -3.87669  0.08
H: 8.27123 1.15403 -2.73260  0.07
H: 0.67232 -0.34756 -1.79214  0.04
H: 2.20639 -0.95588 -2.36338  0.10
H: 2.71940 1.44585 -3.20224  0.10
H: 1.04371 1.84523 -2.71243  0.12
H: 0.13562 0.18403 -4.18786  0.10
H: 1.73680 -0.32972 -4.66646  0.11
H: 0.69174 1.28946 -6.34941  0.08
H: 2.16900 1.87827 -5.76685  0.08
H: 0.62567 2.54595 -5.12993  0.08
C: -4.99427 1.05234 -0.90309  -0.11
C: -5.93718 0.08912 -0.17002  -0.23
C: -5.43262 -0.29831 1.21072  -0.18
C: -4.01983 -0.87209 1.28123  -0.14
N: -3.54946 -1.04599 2.72689  -0.24
C: -3.19148 0.28362 3.37695  -0.08
C: -1.67133 0.26007 3.55619  -0.16
C: -1.37246 -1.20461 3.80668  -0.15
C: -2.24174 -1.80917 2.72896  -0.14
C: -4.55934 -1.76382 3.57723  0.03
H: -4.10201 0.53851 -1.26680  0.03
H: -4.65109 1.86619 -0.25660  0.05
H: -5.45479 1.53604 -1.76427  0.08
H: -6.06076 -0.74562 -0.86038  0.11
H: -6.88089 0.61064 -0.01262  0.11
H: -6.09320 -1.08104 1.59898  0.11
H: -5.49260 0.53754 1.91232  0.12
H: -3.32756 -0.12601 0.88218  0.03
H: -3.87942 -1.88247 0.90213  0.12
H: -3.65691 0.35829 4.35766  0.13
H: -3.47941 1.11084 2.73396  0.12
H: -1.29638 0.98282 4.28023  0.13
H: -1.24252 0.55272 2.60109  0.04
H: -1.63681 -1.49553 4.82803  0.12
H: -0.32882 -1.48826 3.67815  0.11
H: -2.37906 -2.88555 2.80408  0.14
H: -1.75616 -1.56846 1.78263  0.10
H: -4.08894 -1.94966 4.53954  0.11
H: -4.87912 -2.69074 3.11305  0.12
H: -5.36840 -1.05073 3.70412  0.10
Cl: -1.26830 0.92625 -0.10111  -0.16
O: -2.03868 -3.43392 0.41023  0.09
C: -1.95139 -3.01867 -0.71972  -0.46
O: -0.92247 -3.35395 -1.50173  0.01
C: -1.06947 -2.90143 -2.84099  -0.12
C: -2.10899 -1.76981 -2.71366  -0.15
C: -2.93063 -2.13040 -1.47313  -0.08
H: -1.47634 -3.68801 -3.47776  0.13
H: -0.13557 -2.52162 -3.24703  0.12
H: -2.76765 -1.67522 -3.58081  0.12
H: -1.67492 -0.77535 -2.59619  0.07
H: -3.81518 -2.72519 -1.69673  0.14
H: -3.11202 -1.20242 -0.93641  0.05
C: -2.56342 4.26197 1.44606  -1.02
Cl: -4.21304 4.67505 0.87100  0.49
Cl: -1.51178 5.66944 1.61258  0.53
H: -2.69057 3.84545 2.43783  0.01
H: -2.12754 3.55003 0.75532  -0.04

Calculated values
HOMO-LUMO gap	0.3495	Eh
net charge	+1
calculated total energy	-84586.066	eV
HOMO level	-11.098	eV



Computed, not measured: a structure of composition C17H24BiN2Si at a distorted geometry, with ωB97M-V with the def2-TZVPD basis set.

Last column: Löwdin charge in e.
Positions of all 45 atoms, in Å:
C: 0.16547 -3.61016 -0.74134  -0.26
C: 0.37958 -3.06604 -2.03735  -0.29
C: -0.64942 -2.11409 -2.30150  -0.28
C: -1.49219 -2.06073 -1.15770  -0.26
C: -0.98580 -2.97901 -0.18891  -0.27
Bi: 0.65396 -1.30302 -0.38447  1.51
C: 2.58435 -0.68218 -1.77095  -0.18
C: 3.13139 -1.59830 -0.96258  -0.32
C: 3.87490 -2.50981 -0.36912  -0.03
N: 1.41520 -1.42031 1.14184  -0.47
H: -0.76090 -1.52131 -3.21179  0.10
H: 1.19347 -3.33932 -2.71294  0.10
H: -2.36115 -1.41387 -1.02751  0.10
H: -1.40070 -3.15934 0.80378  0.09
H: 0.79158 -4.35132 -0.24274  0.11
H: 2.15883 -0.96437 -2.74193  0.07
H: 1.87890 -1.67355 2.02289  -0.05
H: 2.62754 0.38544 -1.52822  0.08
H: 4.89765 -2.68661 -0.73094  0.05
H: 3.50831 -3.10098 0.47388  0.05
C: -0.98985 -0.92247 2.96815  -0.21
Si: -0.95491 0.69100 2.01396  0.38
C: -2.76484 1.17845 1.94937  -0.20
C: 0.04750 1.86137 3.08546  -0.19
N: -0.27115 0.62410 0.32493  -0.26
C: -0.34713 1.75299 -0.57340  -0.34
C: -0.01009 1.60727 -1.93703  -0.09
C: -0.09556 2.68291 -2.82544  -0.12
C: -0.51985 3.93147 -2.37761  -0.16
C: -0.86202 4.10595 -1.04066  -0.12
C: -0.77991 3.03379 -0.14899  -0.08
H: -1.48142 -0.73507 3.94470  0.03
H: 0.01801 -1.31031 3.18737  0.01
H: -1.59080 -1.67011 2.42281  0.01
H: -3.16551 1.20961 2.98431  0.02
H: -2.91585 2.16894 1.48268  0.01
H: -3.32251 0.41643 1.36823  0.03
H: 1.08681 1.47889 3.15294  0.03
H: 0.07577 2.89107 2.68625  0.01
H: -0.39320 1.88634 4.10326  0.02
H: 0.30663 0.66519 -2.34337  0.04
H: 0.16429 2.54482 -3.86704  0.09
H: -0.58837 4.76265 -3.06773  0.08
H: -1.19564 5.07444 -0.69104  0.09
H: -1.06138 3.23918 0.86549  0.06

Calculated values
HOMO-LUMO gap	0.2201	Eh
net charge	-1
energy relative to the best compared isomer or geometry (same formula, charge and spin)	176.1	kcal per mole
calculated total energy	-34708.162	eV
HOMO level	-2.772	eV



Computed, not measured: a structure of composition C4H2AuO2 at a distorted geometry, with ωB97M-V with the def2-TZVPD basis set.

Last column: Löwdin charge in e.
Positions of all 9 atoms, in Å:
O: -0.81883 1.75039 0.49850  -0.43
C: -1.28911 0.82701 -0.48547  -0.48
C: -1.16321 -0.56483 -0.38179  -0.24
C: -0.25751 -1.37392 0.28824  -0.08
H: -1.97204 1.26646 -1.23315  0.07
C: 1.46443 -0.90574 0.32436  -0.45
O: 2.21856 -0.18620 -0.54371  -0.41
Au: 0.75700 1.01152 -0.15138  0.97
H: 2.07788 -1.53317 1.00477  0.05

Calculated values
HOMO-LUMO gap (alpha / beta)	0.2401 / 0.2486	Eh
net charge	-1
expectation value of S²	2.031
spin multiplicity	3
calculated total energy	-11958.874	eV
HOMO level (alpha / beta)	-2.103 / -3.599	eV



Computed, not measured: an isolated molecule of C4H4N2O, with ωB97M-V with the def2-TZVPD basis set.

Last column: Löwdin charge in e.
Positions of all 11 atoms, in Å:
N: 2.42848 0.32339 0.53035  0.18
C: 1.46014 -0.31233 0.17631  -0.15
C: 0.55763 -1.28670 -0.03708  -0.16
N: -0.81264 -1.28734 -0.03040  0.05
C: -1.59492 -0.26647 -0.01816  -0.14
C: -1.19789 1.14730 -0.06661  -0.22
O: -0.04491 1.53629 -0.03148  0.03
H: 2.85878 1.00601 -0.08410  0.09
H: 1.02576 -2.24621 -0.22935  0.11
H: -2.66224 -0.48913 -0.03972  0.10
H: -2.01819 1.87519 -0.16976  0.11

Calculated values
HOMO-LUMO gap	0.2989	Eh
SMILES	N=C=C/N=C\C=O
energy relative to the best compared isomer or geometry (same formula, charge and spin)	63.4	kcal per mole
calculated total energy	-9237.737	eV
HOMO level	-8.698	eV



Computed, not measured: a structure of composition C27H31Cl2N2O2Rh, with ωB97M-V with the def2-TZVPD basis set.

Last column: Löwdin charge in e.
Positions of all 65 atoms, in Å:
Rh: 0.15893 -0.17743 0.78632  1.05
C: -0.61245 -1.76103 3.80393  -0.03
C: -0.73499 -1.76742 2.30733  -0.31
C: -1.85086 -1.22111 1.66495  -0.06
C: -1.98298 -1.20874 0.26327  -0.30
C: -3.16476 -0.54630 -0.38553  -0.03
C: -0.96548 -1.79345 -0.50715  -0.04
C: 0.17810 -2.36938 0.09388  -0.34
C: 1.29179 -2.92027 -0.74222  -0.05
C: 0.28571 -2.32360 1.49983  -0.07
H: 0.34499 -1.34399 4.11490  0.09
H: -0.67875 -2.77776 4.19561  0.09
H: -1.40819 -1.16894 4.25204  0.09
H: -2.60478 -0.72134 2.25307  0.11
H: -2.87051 0.41315 -0.81166  0.08
H: -3.94472 -0.34675 0.34489  0.09
H: -3.56744 -1.17153 -1.18322  0.09
H: -1.04352 -1.78956 -1.58780  0.13
H: 1.91772 -2.08949 -1.08100  0.07
H: 0.90519 -3.45306 -1.61030  0.08
H: 1.91821 -3.59939 -0.16602  0.08
H: 1.17451 -2.72814 1.96867  0.13
C: 1.86103 2.33078 -0.91743  -0.05
C: 2.54145 1.39959 0.09397  -0.70
C: 3.95513 1.06979 -0.40420  -0.07
C: 2.63665 2.04410 1.48112  -0.05
N: 1.80662 0.14687 0.12178  -0.03
H: 2.40070 3.27946 -0.97006  0.09
H: 0.82855 2.51216 -0.63459  0.01
H: 1.86542 1.87688 -1.91036  0.09
H: 4.56039 1.97710 -0.46108  0.08
H: 3.91355 0.61434 -1.39443  0.07
H: 4.44333 0.36996 0.27565  0.08
H: 3.21086 2.97056 1.41516  0.09
H: 3.15280 1.37130 2.16916  0.08
H: 1.64901 2.26865 1.87585  0.04
Cl: -1.45790 3.37217 -1.57311  0.76
C: -0.22902 4.58996 -1.68018  -0.59
C: 0.20931 5.00031 -2.92732  -0.10
C: 1.18787 5.97760 -3.01139  -0.08
C: 1.72222 6.53548 -1.86169  -0.11
C: 1.27715 6.10039 -0.62345  -0.60
Cl: 1.95665 6.80059 0.80593  0.71
C: 0.29829 5.11516 -0.49828  -0.35
N: -0.11434 4.65678 0.76783  0.07
C: -1.25718 5.20237 1.37045  -0.21
C: -1.83940 6.38233 0.91483  -0.02
C: -2.95417 6.90526 1.55325  -0.09
C: -3.50532 6.25716 2.64623  -0.10
C: -2.91837 5.08310 3.09961  -0.04
C: -1.79706 4.54713 2.48593  -0.16
C: -1.14576 3.29299 3.00551  -0.05
C: -1.36138 2.08594 2.08455  -0.60
O: -2.43687 1.50546 2.08163  0.04
O: -0.32347 1.78022 1.36609  -0.22
H: -0.21894 4.55776 -3.81551  0.11
H: 1.53602 6.30782 -3.98087  0.11
H: 2.48391 7.30039 -1.91310  0.10
H: -0.02161 3.65211 0.88139  0.07
H: -1.42001 6.89321 0.05737  0.11
H: -3.39262 7.82446 1.18573  0.10
H: -4.37900 6.65756 3.14275  0.10
H: -3.33754 4.56470 3.95399  0.11
H: -1.58486 3.03828 3.96997  0.12
H: -0.07397 3.45783 3.13721  0.12

Calculated values
HOMO-LUMO gap (alpha / beta)	0.2726 / 0.2669	Eh
energy relative to the best compared isomer or geometry (same formula, charge and spin)	0.0	kcal per mole
calculated total energy	-63630.014	eV
HOMO level (alpha / beta)	-7.611 / -7.612	eV



Computed, not measured: an isolated molecule of C9H12N2 at a distorted geometry, with ωB97M-V with the def2-TZVPD basis set.

Last column: Löwdin charge in e.
Positions of all 23 atoms, in Å:
C: -0.81418 -1.54256 -0.67851  -0.04
C: -0.39005 -0.00984 -2.48666  -0.10
C: -0.43624 1.25281 -2.95764  -0.12
C: -0.28104 2.36699 -2.13575  -0.09
C: -0.01374 2.09763 -0.81995  -0.01
C: 0.13443 0.74449 -0.27262  -0.30
C: 0.89685 -0.55256 1.61101  -0.35
C: 1.33521 -0.46502 3.04247  -0.11
C: -0.02040 -1.01397 2.67388  -0.14
H: -0.08992 -2.34502 -0.53707  0.08
H: -1.37746 -1.32958 0.26010  0.11
H: -1.52536 -1.89445 -1.46093  0.09
H: -0.62897 -0.86432 -3.06332  0.10
H: -0.60050 1.32522 -4.05990  0.12
H: -0.41498 3.38725 -2.47769  0.11
H: 0.06766 2.85744 -0.04311  0.11
H: 1.30150 -1.26819 0.95175  0.11
H: 1.43269 0.51706 3.54826  0.11
H: 2.04011 -1.19462 3.38985  0.08
H: -0.84884 -0.34953 2.86683  0.10
H: -0.17824 -2.06907 2.87250  0.10
N: -0.11150 -0.36003 -1.17538  -0.06
N: 0.52296 0.70987 0.95187  0.11

Calculated values
HOMO-LUMO gap	0.3008	Eh
SMILES	Cn1cccc/c1=N/C1CC1
energy relative to the best compared isomer or geometry (same formula, charge and spin)	72.9	kcal per mole
calculated total energy	-12505.575	eV
HOMO level	-7.411	eV